1.
The following is a DFT calculation (ωB97M-V with the def2-TZVPD basis set) of C2H5Br2N3 in the gas phase in a non-equilibrium geometry.

Structure (XYZ):
```
12
Properties=species:S:1:pos:R:3:lowdin_charge:R:1
H 0.686 -0.980 -2.749 0.061
N 0.673 -1.008 -1.769 0.141
C -0.292 -0.578 -1.184 -0.692
Br -1.913 0.457 -1.995 0.512
C -0.454 -0.570 0.378 -0.586
Br 0.745 -2.282 1.192 0.314
N -0.325 0.588 1.083 -0.122
N 0.928 1.219 0.901 0.044
H -1.356 -1.051 0.657 0.051
H -0.596 0.627 2.014 0.113
H 0.907 1.964 1.537 0.060
H 0.999 1.614 -0.064 0.104
```

Strongest force on any atom in eV/A: 3.530
Relative energy (zero: lowest compared OMol25 entry of this formula, charge and spin) in kJ/mol: 0.00
E in eV: -146708.218
Gap between HOMO and LUMO in eV: 8.70
SMILES: [H]/N=C(\Br)[C@@H](Br)NN
Charge: 0

=====

2.
The following is a DFT calculation (ωB97M-V with the def2-TZVPD basis set) of a molecular structure, C3H4O5S in a non-equilibrium geometry.

Structure (XYZ):
```
13
Properties=species:S:1:pos:R:3:lowdin_charge:R:1
C -0.242 -1.367 -0.063 -0.495
C 0.445 -0.205 0.646 -0.293
C 1.507 0.463 -0.279 0.018
O -1.375 0.953 -1.409 -0.191
O -1.572 -1.100 -0.113 -0.027
O 0.302 -2.338 -0.437 0.201
O -2.949 1.021 0.431 -0.171
O -0.498 0.804 0.895 -0.147
S -1.737 0.565 -0.105 0.674
H 0.965 -0.578 1.644 0.210
H 0.967 0.960 -1.019 0.061
H 2.226 -0.245 -0.627 0.091
H 1.962 1.067 0.435 0.068
```

Strongest force on any atom in eV/A: 3.046
Relative energy (zero: lowest compared OMol25 entry of this formula, charge and spin) in kJ/mol: 0.00
E in eV: -24247.338
Gap between HOMO and LUMO in eV: 12.09
Charge: 0

=====

3.
The following is a DFT calculation (ωB97M-V with the def2-TZVPD basis set) of a molecular structure, C36H31CoN4O5P in a non-equilibrium geometry.

Structure (XYZ):
```
78
Properties=species:S:1:pos:R:3:lowdin_charge:R:1
Co -0.129 -0.163 -0.137 0.501
O -0.538 -1.547 -1.589 -0.222
N -1.647 -2.184 -1.466 0.018
N -2.423 -1.705 -0.582 -0.217
O -2.123 -0.670 0.147 -0.136
C -3.673 -2.374 -0.335 -0.173
C -4.109 -3.396 -1.166 -0.021
C -5.305 -4.027 -0.871 -0.082
C -6.057 -3.640 0.233 -0.092
C -5.606 -2.611 1.044 -0.076
C -4.407 -1.968 0.764 -0.015
H -3.513 -3.693 -2.016 0.106
H -5.653 -4.829 -1.510 0.103
H -6.992 -4.137 0.454 0.101
H -6.186 -2.301 1.903 0.104
H -4.034 -1.160 1.376 0.115
O 0.746 1.885 3.186 0.056
C 0.986 0.973 2.416 -0.586
O 0.626 0.949 1.182 -0.124
C 1.839 -0.191 2.937 -0.108
C 2.467 0.017 4.165 -0.018
C 3.269 -0.952 4.738 -0.066
C 3.448 -2.172 4.097 -0.076
C 2.823 -2.399 2.886 -0.094
C 2.025 -1.418 2.291 -0.280
P 1.198 -1.832 0.722 1.129
C 2.544 -2.324 -0.396 -0.330
C 2.260 -3.069 -1.542 -0.102
C 3.268 -3.376 -2.442 -0.076
C 4.564 -2.930 -2.219 -0.085
C 4.848 -2.169 -1.095 -0.078
C 3.843 -1.866 -0.188 -0.077
C 0.299 -3.364 1.139 -0.327
C -0.920 -3.207 1.795 -0.091
C -1.659 -4.317 2.177 -0.071
C -1.185 -5.593 1.904 -0.080
C 0.033 -5.756 1.262 -0.077
C 0.776 -4.646 0.885 -0.086
H 2.297 0.967 4.652 0.116
H 3.751 -0.762 5.688 0.104
H 4.064 -2.943 4.541 0.103
H 2.951 -3.355 2.392 0.108
H 1.245 -3.392 -1.734 0.100
H 3.038 -3.959 -3.324 0.104
H 5.349 -3.171 -2.924 0.102
H 5.853 -1.810 -0.921 0.104
H 4.074 -1.271 0.687 0.107
H -1.299 -2.211 1.996 0.103
H -2.611 -4.183 2.674 0.106
H -1.766 -6.460 2.192 0.102
H 0.410 -6.749 1.055 0.103
H 1.726 -4.785 0.384 0.101
C -3.635 3.481 -4.260 -0.004
N -3.262 2.326 -3.454 -0.079
N -2.343 2.535 -2.432 0.060
C -1.539 1.418 -2.298 -0.362
O -0.702 1.334 -1.391 -0.017
C -1.938 0.522 -3.347 0.077
C -2.945 1.125 -4.027 -0.261
C -3.656 0.676 -5.255 -0.010
C -2.626 3.457 -1.388 -0.185
C -1.572 4.032 -0.691 0.005
C -1.849 4.898 0.355 -0.058
C -3.160 5.209 0.687 -0.085
C -4.204 4.633 -0.021 -0.081
C -3.943 3.744 -1.052 -0.031
H -3.710 4.350 -3.613 0.085
H -4.608 3.300 -4.710 0.094
H -2.898 3.683 -5.043 0.100
H -1.503 -0.443 -3.528 0.107
H -3.389 -0.355 -5.473 0.087
H -3.384 1.290 -6.116 0.087
H -4.737 0.737 -5.127 0.090
H -0.555 3.775 -0.944 0.120
H -1.029 5.325 0.916 0.111
H -3.366 5.890 1.502 0.102
H -5.230 4.857 0.242 0.103
H -4.753 3.255 -1.578 0.114
```

Strongest force on any atom in eV/A: 1.612
Relative energy (zero: lowest compared OMol25 entry of this formula, charge and spin) in kJ/mol: 49.92
Spin multiplicity: 2
E in eV: -100947.059
Gap between HOMO and LUMO (spin up / spin down) in eV: 8.45 / 8.45
Charge: 0

=====

4.
The following is a DFT calculation (ωB97M-V with the def2-TZVPD basis set) of a molecular structure, C43H35OP3S2Tc.

Structure (XYZ):
```
85
Properties=species:S:1:pos:R:3:lowdin_charge:R:1
Tc -0.746 0.177 1.003 0.851
S -0.060 -0.560 3.064 0.417
P 1.722 -0.868 2.036 0.593
C 1.087 -0.198 0.564 -0.709
P 1.487 1.181 -0.412 0.598
S -0.185 2.260 0.215 0.427
C 1.353 0.818 -2.156 -0.371
C 1.642 1.821 -3.085 -0.076
C 1.464 1.572 -4.435 -0.051
C 1.001 0.330 -4.857 -0.051
C 0.710 -0.664 -3.934 -0.056
C 0.881 -0.423 -2.579 -0.086
C 3.026 2.030 -0.113 -0.357
C 3.118 2.981 0.903 -0.090
C 4.333 3.597 1.151 -0.057
C 5.448 3.262 0.395 -0.047
C 5.360 2.308 -0.610 -0.052
C 4.149 1.689 -0.871 -0.076
C 2.198 -2.578 1.907 -0.356
C 1.790 -3.324 0.802 -0.075
C 2.125 -4.666 0.723 -0.055
C 2.852 -5.259 1.747 -0.043
C 3.251 -4.518 2.852 -0.047
C 2.928 -3.174 2.937 -0.068
C 3.063 0.039 2.795 -0.364
C 4.353 -0.155 2.294 -0.081
C 5.410 0.556 2.835 -0.056
C 5.185 1.446 3.879 -0.051
C 3.905 1.640 4.375 -0.055
C 2.837 0.943 3.830 -0.091
H 2.011 2.785 -2.756 0.120
H 1.693 2.342 -5.159 0.118
H 0.873 0.137 -5.914 0.118
H 0.355 -1.629 -4.269 0.116
H 0.650 -1.190 -1.851 0.087
H 2.243 3.245 1.485 0.091
H 4.408 4.344 1.929 0.119
H 6.393 3.755 0.585 0.120
H 6.231 2.056 -1.200 0.118
H 4.075 0.957 -1.666 0.116
H 1.221 -2.852 0.010 0.090
H 1.822 -5.250 -0.135 0.115
H 3.113 -6.307 1.682 0.119
H 3.818 -4.986 3.645 0.119
H 3.247 -2.593 3.793 0.117
H 4.533 -0.869 1.498 0.121
H 6.411 0.404 2.454 0.119
H 6.017 1.986 4.311 0.119
H 3.737 2.327 5.194 0.117
H 1.838 1.089 4.221 0.076
O -1.950 -0.868 -0.115 -0.472
P -3.441 -0.366 -0.210 0.895
C -3.760 0.158 -1.871 -0.291
C -5.031 -0.008 -2.421 -0.049
C -5.283 0.451 -3.704 -0.044
C -4.272 1.064 -4.431 -0.038
C -3.003 1.223 -3.885 -0.049
C -2.741 0.774 -2.604 -0.071
C -4.558 -1.642 0.296 -0.309
C -5.693 -1.330 1.044 -0.067
C -6.589 -2.336 1.373 -0.047
C -6.349 -3.638 0.959 -0.039
C -5.218 -3.948 0.212 -0.048
C -4.320 -2.952 -0.127 -0.057
C -3.483 1.012 0.936 -0.343
C -3.668 2.328 0.509 -0.080
C -3.528 3.364 1.416 -0.050
C -3.194 3.097 2.740 -0.039
C -3.027 1.791 3.176 -0.061
C -3.182 0.737 2.281 -0.167
H -5.814 -0.499 -1.856 0.114
H -6.265 0.324 -4.138 0.120
H -4.473 1.417 -5.434 0.120
H -2.218 1.695 -4.461 0.112
H -1.751 0.893 -2.180 0.078
H -5.878 -0.314 1.370 0.116
H -7.471 -2.103 1.954 0.119
H -7.049 -4.421 1.219 0.120
H -5.039 -4.966 -0.105 0.118
H -3.438 -3.188 -0.711 0.116
H -3.906 2.534 -0.527 0.118
H -3.678 4.385 1.092 0.123
H -3.083 3.914 3.440 0.122
H -2.801 1.587 4.214 0.121
H -3.147 -0.287 2.638 0.106
```

Strongest force on any atom in eV/A: 0.171
Relative energy (zero: lowest compared OMol25 entry of this formula, charge and spin) in kJ/mol: 0.00
Spin multiplicity: 2
E in eV: -98931.837
Gap between HOMO and LUMO (spin up / spin down) in eV: 6.92 / 7.65
Charge: +2

=====

5.
The following is a DFT calculation (ωB97M-V with the def2-TZVPD basis set) of 2 unconnected molecules or ions with the total composition C3H6NO in a non-equilibrium geometry.

Structure (XYZ):
```
11
Properties=species:S:1:pos:R:3:lowdin_charge:R:1
C 2.493 0.726 0.068 0.299
C 0.007 -0.250 -0.237 -0.076
C -1.286 -0.267 0.239 -0.234
N -2.191 0.687 0.065 0.116
O 3.285 -0.132 0.055 0.244
H 0.327 0.501 -0.939 0.028
H 0.575 -1.154 -0.132 0.025
H -1.619 -1.131 0.796 0.125
H 3.502 -1.091 0.117 0.231
H -1.958 1.534 -0.431 0.122
H -3.135 0.579 0.398 0.120
```

Strongest force on any atom in eV/A: 1.572
Relative energy (zero: lowest compared OMol25 entry of this formula, charge and spin) in kJ/mol: 387.04
E in eV: -6733.966
Gap between HOMO and LUMO (spin up / spin down) in eV: 6.18 / 6.18
Charge: +1

=====

6.
The following is a DFT calculation (ωB97M-V with the def2-TZVPD basis set) of 2 unconnected molecules or ions with the total composition C4H10N2S in a non-equilibrium geometry.

Structure (XYZ):
```
17
Properties=species:S:1:pos:R:3:lowdin_charge:R:1
C -0.813 0.958 0.164 -0.030
C 2.010 -2.159 0.522 -0.769
C 3.042 -1.567 1.337 -0.190
C -2.374 0.813 -1.617 -0.052
N -2.179 2.778 -0.422 0.046
N -1.749 1.601 -0.551 -0.432
S 1.590 -1.723 -0.968 0.668
H -0.588 1.374 1.167 0.070
H -0.899 -0.149 0.034 0.039
H 1.502 -2.942 0.937 0.009
H 3.553 -2.324 2.078 0.117
H 2.363 -1.024 2.060 0.100
H 3.778 -0.908 0.845 0.079
H -1.966 -0.193 -1.655 0.068
H -3.495 0.765 -1.554 0.105
H -2.135 1.339 -2.609 0.115
H -1.642 3.361 0.233 0.058
```

Strongest force on any atom in eV/A: 3.183
Relative energy (zero: lowest compared OMol25 entry of this formula, charge and spin) in kJ/mol: 387.52
E in eV: -18121.568
Gap between HOMO and LUMO in eV: 7.78
Charge: 0

=====

7.
The following is a DFT calculation (ωB97M-V with the def2-TZVPD basis set) of a molecular structure, C28H25BaF12N6O2S.

Structure (XYZ):
```
75
Properties=species:S:1:pos:R:3:lowdin_charge:R:1
Ba 1.115 -1.554 1.950 2.002
C -4.299 -0.300 -2.381 -0.013
C -2.932 -0.619 -1.828 -0.239
N -1.681 -2.137 -0.497 -0.018
N -1.645 -3.400 0.097 0.039
C -1.017 -4.430 -0.472 -0.887
N -0.975 -5.536 0.322 0.069
S -0.357 -4.479 -2.022 0.583
C -2.484 0.121 -0.555 -0.138
C -3.464 1.140 -0.120 -0.065
C -3.237 2.419 0.208 -0.112
C -1.997 3.086 0.498 -0.105
C -0.794 2.506 0.729 -0.106
N -0.372 1.238 0.533 -0.100
H -4.498 -0.888 -3.276 0.070
H -4.385 0.756 -2.643 0.092
H -5.083 -0.534 -1.659 0.082
H -1.686 -3.302 1.138 0.092
H -1.427 -5.563 1.220 0.100
H -0.542 -6.356 -0.055 0.071
H -4.495 0.813 -0.134 0.097
H -4.125 3.018 0.390 0.100
H -2.054 4.138 0.742 0.081
H -0.009 3.120 1.154 0.132
C -2.205 -1.490 -4.213 -0.033
C -1.862 -1.168 -2.779 -0.332
C -0.486 -0.711 -2.543 -0.011
C -0.090 -0.131 -1.418 -0.004
C -0.988 0.227 -0.284 -0.192
N 0.951 0.890 0.974 -0.144
C 1.945 1.644 0.385 -0.256
C 1.702 2.480 -0.732 -0.052
C 2.674 3.279 -1.304 -0.060
C 3.964 3.308 -0.806 -0.294
C 5.042 4.172 -1.404 -0.070
C 4.227 2.480 0.279 -0.007
C 3.295 1.643 0.879 -0.054
C 3.734 0.778 2.087 -0.402
O 3.224 -0.473 2.106 -0.479
C 3.345 1.529 3.401 -0.541
F 3.705 2.826 3.399 0.144
F 2.020 1.489 3.609 0.133
F 3.911 0.976 4.497 0.133
C 5.291 0.569 2.133 -0.548
F 5.626 -0.383 3.017 0.135
F 5.758 0.154 0.942 0.140
F 6.018 1.660 2.485 0.117
C -1.839 -0.936 0.347 -0.107
C -2.474 -2.028 -1.691 -0.161
C -2.220 -1.255 1.842 -0.341
O -1.453 -2.270 2.328 -0.356
C -3.751 -1.668 1.863 -0.521
F -4.582 -0.635 2.093 0.148
F -4.153 -2.213 0.697 0.154
F -3.991 -2.581 2.810 0.151
C -2.093 -0.103 2.896 -0.542
F -2.619 -0.528 4.060 0.154
F -2.657 1.062 2.621 0.177
F -0.787 0.157 3.151 0.047
H -2.341 -0.586 -4.813 0.088
H -3.109 -2.093 -4.297 0.074
H -1.391 -2.072 -4.648 0.080
H 0.236 -0.886 -3.335 0.118
H 0.940 0.171 -1.306 0.090
H 0.708 2.513 -1.153 0.099
H 2.411 3.899 -2.156 0.105
H 4.616 4.904 -2.092 0.065
H 5.774 3.582 -1.963 0.071
H 5.591 4.720 -0.635 0.071
H 5.231 2.512 0.677 0.109
H -3.085 -2.884 -1.950 0.158
N 2.074 -2.443 -0.587 -0.063
H 1.322 -2.639 -1.247 -0.061
H 2.782 -3.155 -0.722 0.027
H 2.498 -1.552 -0.835 0.019
```

Strongest force on any atom in eV/A: 0.200
Relative energy (zero: lowest compared OMol25 entry of this formula, charge and spin) in kJ/mol: 430.81
E in eV: -86619.006
Gap between HOMO and LUMO in eV: 5.77
Charge: -1

=====

8.
The following is a DFT calculation (ωB97M-V with the def2-TZVPD basis set) of a molecular structure, C18H23N5O3S2Zn in a non-equilibrium geometry.

Structure (XYZ):
```
52
Properties=species:S:1:pos:R:3:lowdin_charge:R:1
C 7.548 1.381 -0.899 0.013
C 8.279 1.141 -2.016 -0.255
H 7.960 1.919 -0.020 0.114
H 6.623 0.682 -0.796 0.099
C 7.602 0.685 -3.226 -0.293
C 6.241 0.469 -3.262 0.071
H 5.761 0.295 -2.300 0.035
H 5.632 0.417 -4.187 0.091
C 9.750 1.457 -1.978 -0.025
H 10.065 1.965 -1.060 0.091
H 10.007 2.115 -2.813 0.093
H 10.362 0.552 -2.061 0.107
C 8.431 0.424 -4.436 -0.053
H 9.173 -0.363 -4.224 0.106
H 8.968 1.348 -4.735 0.096
H 7.799 0.096 -5.272 0.088
Zn 0.750 0.062 -0.230 0.841
O 2.680 0.679 -0.555 -0.042
C 3.089 1.488 -1.451 -0.332
O 0.002 1.253 -1.551 0.016
C 0.745 1.889 -2.355 -0.406
O 0.170 2.599 -3.297 0.121
N 2.126 1.966 -2.405 0.092
C 1.170 3.313 -4.046 -0.067
C 2.492 2.891 -3.491 -0.083
H 0.939 4.367 -3.881 0.149
H 1.050 3.049 -5.099 0.150
H 3.028 3.769 -3.108 0.147
H 3.069 2.313 -4.238 0.152
C 4.416 1.939 -1.570 -0.122
C 5.407 2.050 -0.577 0.033
H 4.552 2.460 -2.514 0.093
H 5.335 1.315 0.297 0.131
H 5.872 3.020 -0.289 0.120
N 1.371 -3.086 -1.346 0.122
C 0.679 -2.972 -0.204 -0.608
N 0.358 -1.807 0.350 -0.013
C -0.431 -1.997 1.506 -0.305
C -0.777 -3.319 1.746 -0.303
S -0.079 -4.405 0.567 1.097
C -0.845 -0.786 2.132 -0.320
C -1.718 -0.554 3.194 -0.302
S -1.982 1.147 3.390 1.102
C -0.912 1.454 1.989 -0.606
N -0.411 0.358 1.467 -0.004
N -0.746 2.667 1.414 0.125
H 1.547 -4.025 -1.732 0.136
H 1.784 -2.268 -1.757 0.101
H -1.439 -3.646 2.559 0.100
H -2.191 -1.345 3.773 0.095
H -1.201 3.476 1.795 0.112
H -0.380 2.681 0.449 0.104
```

Strongest force on any atom in eV/A: 2.872
Relative energy (zero: lowest compared OMol25 entry of this formula, charge and spin) in kJ/mol: 75.84
E in eV: -102705.442
Gap between HOMO and LUMO in eV: 6.64
Charge: +2